This record from the OMol25 dataset describes a cluster of 4 separate species, C22H17Cl2NO9 in total. The level of theory is ωB97M-V/def2-TZVPD.

```
! RIJCOSX wB97M-V def2-TZVPD def2/J DEFGRID3
* xyz 0 1
C -1.7287 -2.1831 -4.8980
C -1.0211 -2.2206 -3.5638
Cl -1.4821 -3.4937 -2.4910
C -0.0706 -1.3567 -3.1987
Cl 0.8419 -1.4892 -1.7547
O 0.3706 -0.3627 -4.0529
C -0.4976 0.6193 -4.4609
O -0.8168 0.7649 -5.5857
O -0.9165 1.4731 -3.5133
N -0.3112 1.3268 -2.2411
H -2.3194 -3.0929 -5.0279
H -0.9983 -2.1083 -5.7108
H -2.4016 -1.3221 -4.9778
H -0.9907 1.6909 -1.5811
H 0.5012 1.9409 -2.2293
O -0.5067 2.4729 0.8977
C -1.0896 3.5410 0.9094
C -2.1342 3.8483 -0.0939
C -2.7756 5.0124 -0.0991
C -2.4675 6.0545 0.9183
O -3.0498 7.1154 0.9220
C -1.4227 5.7403 1.9289
C -0.7824 4.5738 1.9256
H -2.3516 3.0681 -0.8119
H -3.5395 5.2611 -0.8245
H -1.2215 6.5142 2.6585
H -0.0216 4.3159 2.6515
O 6.7539 -2.9370 1.7713
C 6.1169 -3.2619 0.7926
C 6.6183 -4.3027 -0.1415
C 5.9209 -4.6590 -1.2162
C 4.6098 -4.0326 -1.5283
O 3.9765 -4.3589 -2.5082
C 4.1082 -2.9923 -0.5937
C 4.8069 -2.6360 0.4806
H 7.5749 -4.7434 0.1086
H 6.2635 -5.4135 -1.9128
H 3.1516 -2.5513 -0.8434
H 4.4647 -1.8806 1.1767
O -4.6620 -1.9176 3.4131
C -3.7367 -1.1927 3.7076
C -3.3357 -0.9933 5.1246
C -2.3248 -0.1926 5.4498
C -1.5539 0.5349 4.4092
O -0.6428 1.2778 4.7076
C -1.9464 0.3293 2.9914
C -2.9606 -0.4691 2.6686
H -3.9157 -1.5332 5.8622
H -2.0154 -0.0266 6.4739
H -1.3646 0.8685 2.2550
H -3.2683 -0.6381 1.6441
*
```

- maximum force (eV/A) = 0.7
- SMILES string = C/C(Cl)=C(/Cl)OC(=O)ON.O=C1C=CC(=O)C=C1.O=C1C=CC(=O)C=C1.O=C1C=CC(=O)C=C1
- E_LUMO (eV) = -2.035

---

This record from the OMol25 dataset describes a cluster of 3 separate species, C8H24O8PS3 in total in a non-equilibrium geometry. The level of theory is ωB97M-V/def2-TZVPD.

```
! RIJCOSX wB97M-V def2-TZVPD def2/J DEFGRID3
* xyz -1 1
S 0.6534 4.2821 4.1522
P -1.2568 3.5557 3.4904
O -2.1361 4.7306 4.4452
C -3.3623 4.9785 3.6372
C -3.9280 3.4253 3.4028
O -2.7056 2.7544 2.8468
H 1.6025 3.4997 3.4273
H -1.0830 2.5732 4.5531
H -0.4758 2.5884 2.7193
H -1.0393 4.3964 2.3329
H -3.0844 5.2753 2.5151
H -4.1174 5.7954 4.0007
H -4.6502 3.5957 2.4885
H -4.4123 2.8833 4.3484
O 0.0035 0.4586 0.6349
S -0.2861 -0.5732 1.6059
O 0.7612 -1.3347 2.2553
O -1.3693 -1.6126 0.9668
C -1.0494 -2.2572 -0.2589
C -0.0043 -3.3412 -0.0641
C -1.3304 0.1091 2.8672
H -0.7259 -1.5251 -1.0063
H -1.9709 -2.7152 -0.6330
H 0.9539 -2.9158 0.2493
H 0.1633 -3.8917 -0.9933
H -0.3166 -4.0427 0.7160
H -2.1472 0.6604 2.3970
H -0.7221 0.7842 3.4733
H -1.7123 -0.7027 3.4892
O 1.8675 -3.7304 -3.1510
S 2.5001 -3.2464 -4.3580
O 3.9149 -3.4274 -4.6110
O 2.1311 -1.6692 -4.5533
C 2.4551 -0.7622 -3.5081
C 3.9472 -0.4880 -3.4487
C 1.6084 -3.8719 -5.7582
H 2.0820 -1.1322 -2.5473
H 1.9298 0.1751 -3.7194
H 4.5050 -1.3891 -3.1761
H 4.1724 0.2809 -2.7053
H 4.3189 -0.1613 -4.4251
H 0.5393 -3.7146 -5.6019
H 1.8226 -4.9400 -5.8387
H 1.9531 -3.3574 -6.6572
*
```

- energy relative to the best compared isomer or geometry (same formula, charge and spin) (kcal per mole) = 57.4
- maximum force (eV/A) = 3.5
- E_LUMO (eV) = 1.851

---

This record from the OMol25 dataset describes a structure of composition C25H41Cl3IrN3O3SSi in a non-equilibrium geometry. The level of theory is ωB97M-V/def2-TZVPD.

```
! RIJCOSX wB97M-V def2-TZVPD def2/J DEFGRID3
* xyz 0 5
C -4.1848 4.4060 -5.0453
C -3.6525 4.3029 -6.4408
H -4.2777 5.4523 -4.7333
H -3.5251 3.8758 -4.3481
H -5.1791 3.9388 -4.9798
C -3.8058 5.2443 -7.3866
C -4.4958 6.5436 -7.1700
H -3.4722 5.0616 -8.4087
H -4.1690 7.0186 -6.2340
H -5.5906 6.4276 -7.1356
H -4.2542 7.2170 -8.0030
Ir -0.4367 0.3174 -0.6376
Cl -1.7276 -1.5176 -0.2078
Cl -2.2833 1.2125 -1.7804
C -0.0242 -1.4023 -3.0448
O 0.4662 -0.4454 -2.3648
N 0.7108 -1.9373 -4.0169
C 2.0201 -1.3442 -4.3091
C 0.1524 -2.8986 -4.9632
H -1.0241 -1.8142 -2.8593
H 2.6475 -1.3331 -3.4082
H 1.9191 -0.3188 -4.7014
H 2.4915 -1.9711 -5.0683
H -0.6203 -3.4900 -4.4613
H 0.9547 -3.5576 -5.3161
H -0.2920 -2.3894 -5.8345
H -0.8242 4.6787 1.1940
H -1.0661 4.3867 -1.6853
C 0.2390 4.7915 0.9321
C -0.0227 4.7054 -1.5400
N 0.5512 4.1125 -0.3261
H 0.8497 4.3754 1.7368
C 0.9525 2.8404 -0.2948
O 0.7593 2.0009 -1.2256
H 0.5781 4.4382 -2.4116
H 1.4549 2.5296 0.6346
H 0.4642 5.8542 0.8177
H 0.0086 5.7889 -1.4051
O -1.7356 3.0991 -5.8076
C -2.8449 3.0424 -6.6929
C -1.4881 3.6032 -8.8056
C -2.4768 2.8489 -8.1636
H -0.9156 4.3365 -8.2314
C -1.2741 3.4201 -10.1803
H -3.4788 2.1956 -6.3756
C -3.2601 1.9440 -8.8895
H -0.4745 3.9752 -10.6748
C -2.0822 2.5422 -10.9110
C -3.0835 1.8109 -10.2649
H -4.0184 1.3741 -8.3516
H -1.9309 2.4139 -11.9860
H -3.7312 1.1337 -10.8277
Si -0.2940 2.2355 -5.7807
Cl -1.2344 1.5812 1.1580
C 1.0748 3.3101 -6.4695
C -0.4255 0.7054 -6.8543
C -0.1168 2.0163 -3.9750
H 1.0007 3.4488 -7.5586
H 2.0334 2.8194 -6.2385
H 1.0541 4.2955 -5.9800
H -0.3670 2.9286 -3.4193
H 0.8696 1.6582 -3.6588
H -0.8917 1.3016 -3.6611
H -0.7608 0.9371 -7.8805
H -1.1215 -0.0340 -6.4338
H 0.5731 0.2451 -6.9268
S 1.4741 -0.5362 0.4389
C 1.0365 -1.0452 2.0059
N 1.1991 -0.1471 3.0239
C 0.8333 -0.4268 4.3092
C 0.3239 -1.6749 4.6163
C 0.1744 -2.6302 3.6006
C 0.5412 -2.3137 2.2975
H 1.5650 0.7736 2.7842
H 0.9711 0.3790 5.0240
H 0.0368 -1.8954 5.6441
H -0.2367 -3.6156 3.8230
H 0.4527 -3.0041 1.4638
*
```

- energy relative to the best compared isomer or geometry (same formula, charge and spin) (kcal per mole) = 0.0
- maximum force (eV/A) = 3.3
- E_LUMO (spin up / spin down) (eV) = -0.198 / -1.002

---

This record from the OMol25 dataset describes a structure of composition C38H42BIrN7O5S in a non-equilibrium geometry. The level of theory is ωB97M-V/def2-TZVPD.

```
! RIJCOSX wB97M-V def2-TZVPD def2/J DEFGRID3
* xyz -1 5
Ir 0.0093 0.0840 -0.0774
S 1.0483 -3.4702 -7.2074
N 1.4278 -4.0422 -5.7270
C 1.0790 -3.0995 -4.8412
C 1.2356 -3.1723 -3.4366
C 1.8047 -4.2834 -2.7542
C 1.9281 -4.2094 -1.4014
C 1.4953 -3.0655 -0.6782
N 0.8939 -1.9997 -1.3395
C 0.8056 -2.0797 -2.6478
C 0.2130 -0.8833 -3.2959
N -0.1739 0.1071 -2.4724
C -0.6885 1.1837 -3.0375
C -0.8644 1.3585 -4.4107
C -0.4816 0.3423 -5.2474
C 0.0700 -0.8070 -4.6845
C 0.5114 -1.9446 -5.4707
N 0.4353 -2.0167 -6.7787
H 2.1361 -5.1459 -3.3187
H 2.3713 -5.0395 -0.8605
H 1.5894 -2.8232 0.6936
H -0.9783 2.0470 -2.4317
H -1.2984 2.2751 -4.7849
H -0.5964 0.4172 -6.3211
C 2.2868 -4.1908 3.3541
N 2.2674 -3.2565 2.2557
C 3.3755 -3.1131 1.2691
C 2.8402 -2.0094 0.3252
O 3.4272 -1.4409 -0.5685
N 1.4564 -1.5718 0.9325
C 1.2443 -2.3650 2.0360
N 0.1537 -2.2480 2.7775
H 3.2097 -4.7634 3.3167
H 1.4476 -4.8900 3.2972
H 2.2445 -3.6687 4.3149
H 3.5577 -4.0284 0.7128
H 4.2750 -2.7950 1.8075
H -0.5027 -1.5284 2.5003
H 0.0003 -2.8182 3.5872
O -0.7604 1.6912 0.7607
C -6.8549 5.2895 -2.6484
C -5.9988 4.3646 -3.5244
C -6.8178 3.1097 -3.8269
C -5.6973 5.0660 -4.8559
C -4.6876 4.0435 -2.8042
C -3.8229 5.0844 -2.4552
C -2.6148 4.8616 -1.7987
C -2.2753 3.5575 -1.4945
O -1.1826 3.1021 -0.8512
B -1.2921 1.6063 -0.8496
O -2.6096 1.3200 -1.4446
C -3.1237 2.5163 -1.8308
C -4.3231 2.7335 -2.4796
H -7.7966 5.5264 -3.1512
H -6.3433 6.2293 -2.4389
H -7.0846 4.8098 -1.6955
H -7.7413 3.3875 -4.3393
H -7.0904 2.5812 -2.9118
H -6.2711 2.4225 -4.4749
H -6.6265 5.3006 -5.3824
H -5.0908 4.4247 -5.4978
H -5.1560 6.0000 -4.7026
H -4.0890 6.1070 -2.6951
H -1.9587 5.6789 -1.5297
H -4.9443 1.8814 -2.7180
C -2.6987 -0.2732 4.0495
C -2.8402 0.7211 2.8876
C -3.1509 -0.0188 1.5890
C -1.7012 1.7242 2.8918
C -2.0295 2.9947 3.3031
C -1.0850 4.0111 3.4481
C 0.2648 3.7332 3.2040
C 0.6874 2.4997 2.7931
C 2.1728 2.2681 2.6308
C 2.6317 1.8347 1.2378
C 2.7183 1.3118 3.6972
C -0.2842 1.4122 2.5490
O 0.1686 0.2502 2.2588
H -3.6067 -0.8757 4.1420
H -2.5449 0.2515 4.9946
H -1.8641 -0.9576 3.9148
H -3.7405 1.3018 3.1083
H -2.4076 -0.7815 1.3497
H -3.2130 0.6608 0.7458
H -4.1187 -0.5209 1.6886
H -3.0662 3.2151 3.5350
H -1.3899 4.9958 3.7789
H 1.0008 4.5156 3.3589
H 2.6503 3.2394 2.8041
H 2.3720 0.8017 1.0218
H 3.7205 1.9186 1.1693
H 2.1928 2.4663 0.4640
H 2.3338 0.3027 3.5411
H 2.4344 1.6384 4.7006
H 3.8104 1.2751 3.6499
*
```

- energy relative to the best compared isomer or geometry (same formula, charge and spin) (kcal per mole) = 248.7
- maximum force (eV/A) = 7.4
- E_LUMO (spin up / spin down) (eV) = 2.195 / 1.380

---

This record from the OMol25 dataset describes an isolated molecule of C5H8N2S in a non-equilibrium geometry. The level of theory is ωB97M-V/def2-TZVPD.

```
! RIJCOSX wB97M-V def2-TZVPD def2/J DEFGRID3
* xyz 0 1
S 2.6058 -0.9281 -0.1255
C 0.9620 -0.7903 -0.0470
N 0.0218 -1.7136 0.0595
C -1.3419 -1.2774 0.0764
C -1.1972 0.2038 -0.4147
C 0.2449 0.5551 -0.1435
C 0.7683 1.6378 0.7043
N 0.9174 1.6602 -0.7216
H 0.3350 -2.6589 0.1729
H -1.9311 -1.8331 -0.6732
H -1.7139 -1.2388 1.0897
H -1.9114 0.8787 0.0981
H -1.3354 0.2618 -1.5116
H 0.0638 2.3739 1.1701
H 1.6681 1.5711 1.2675
H 1.8440 1.2979 -1.0016
*
```

- energy relative to the best compared isomer or geometry (same formula, charge and spin) (kcal per mole) = 25.3
- maximum force (eV/A) = 2.1
- SMILES string = S=C1NCC[C@@]12CN2
- E_LUMO (eV) = 0.729

---

This record from the OMol25 dataset describes a structure of composition C5H12NO in a non-equilibrium geometry. The level of theory is ωB97M-V/def2-TZVPD.

```
! RIJCOSX wB97M-V def2-TZVPD def2/J DEFGRID3
* xyz -1 1
C -1.5369 0.6030 -0.9794
O -2.2967 -0.4058 -0.7375
C 0.1846 0.3652 -0.6001
C 0.3160 -0.1106 0.8696
C 1.6457 0.1978 1.5140
C -0.1132 -1.5790 0.9334
N 1.6184 0.9129 -1.1496
H -1.5243 0.9795 -2.0260
H -1.6861 1.4858 -0.2667
H 0.3030 -0.5269 -1.2105
H -0.4948 0.4013 1.4541
H 1.8045 1.2810 1.3855
H 1.6931 0.0760 2.6040
H 2.5522 -0.2189 1.0707
H -1.1262 -1.6902 0.5575
H -0.0414 -2.0365 1.9196
H 0.5332 -2.1574 0.2448
H 0.6383 1.5009 -0.5991
H 1.5735 1.4256 -2.0313
*
```

- energy relative to the best compared isomer or geometry (same formula, charge and spin) (kcal per mole) = 102.7
- maximum force (eV/A) = 5.1
- E_LUMO (eV) = 4.197

---

This record from the OMol25 dataset describes an isolated molecule of C16H14ClNO2S in a non-equilibrium geometry. The level of theory is ωB97M-V/def2-TZVPD.

```
! RIJCOSX wB97M-V def2-TZVPD def2/J DEFGRID3
* xyz 0 1
C 0.6083 0.0918 4.0209
C -0.2445 -1.2656 3.6705
O -0.2776 -2.2303 4.6304
O -0.9355 -1.5666 2.4072
C -1.8638 -0.4981 2.0063
C -1.6953 -0.3170 0.3659
N -0.2952 0.0753 -0.0656
C 0.4228 -1.0564 -0.7661
C 1.2723 -2.1772 0.1392
C 2.0582 -3.4675 -0.5783
C 2.0666 -3.6855 -2.2243
C 1.2105 -2.5835 -3.1364
C 0.4202 -1.3387 -2.3969
S -0.5422 -0.1027 -3.4837
C -0.4312 1.5034 -2.4923
C -0.4695 2.9430 -3.3028
C -0.3436 4.3525 -2.4706
C -0.2287 4.2669 -0.8215
C -0.1969 2.8006 -0.0183
Cl -0.0767 2.8233 1.8389
C -0.2970 1.3603 -0.8629
H 1.2227 -0.0571 5.0207
H 1.2965 0.4398 3.1103
H -0.1899 0.9461 4.2588
H -1.7625 0.5012 2.6070
H -2.9752 -0.8823 2.1819
H -2.0707 -1.3238 -0.1275
H -2.4273 0.5435 0.0102
H 1.3671 -2.1296 1.3118
H 2.6442 -4.2836 0.0668
H 2.6310 -4.5564 -2.7744
H 1.1900 -2.7125 -4.3004
H -0.5752 2.9269 -4.4786
H -0.3488 5.3475 -3.0974
H -0.1631 5.3123 -0.2489
*
```

- maximum force (eV/A) = 8.9
- SMILES string = CC(=O)OCCN1c2ccccc2Sc2cccc(Cl)c21
- E_LUMO (eV) = -0.423

---

This record from the OMol25 dataset describes a cluster of 2 separate species, C9H14 in total in a non-equilibrium geometry. The level of theory is ωB97M-V/def2-TZVPD.

```
! RIJCOSX wB97M-V def2-TZVPD def2/J DEFGRID3
* xyz -1 2
C -0.1218 2.8356 -1.2567
C -0.9966 1.7612 -1.9336
H 0.3242 3.3798 -2.1188
H -0.7278 3.5755 -0.7748
H 0.5967 2.6109 -0.4791
H -0.4941 0.9272 -2.1703
H -1.2535 2.4566 -2.8297
H -1.7137 1.5363 -1.1425
C 0.4058 0.6261 2.3715
C -0.0297 -2.0449 -0.8546
C -1.1343 -1.6556 -0.1234
C 1.2487 -1.4913 -0.5873
C -0.9555 -0.7913 0.9440
C 1.4754 -0.5598 0.5226
C 0.3493 -0.3706 1.3027
H -0.3232 -2.8964 -1.5626
H -2.1183 -1.8897 -0.3690
H 2.1752 -1.7086 -1.0797
H -1.8016 -0.4407 1.4908
H 2.5343 -0.0911 0.5784
H -0.4956 0.5926 2.9681
H 0.7478 1.6341 1.9612
H 1.1024 0.4581 3.2160
*
```

- energy relative to the best compared isomer or geometry (same formula, charge and spin) (kcal per mole) = 43.2
- maximum force (eV/A) = 5.3
- E_LUMO (spin up / spin down) (eV) = 3.996 / 3.953